{
  "formula": "C40H59FIN3O8P",
  "method": "the ωB97M-V functional and the def2-TZVPD basis",
  "elements": ["C", "C", "C", "C", "C", "C", "C", "C", "C", "C", "C", "C", "C", "O", "O", "C", "C", "C", "I", "C", "C", "C", "C", "F", "C", "C", "C", "C", "N", "N", "C", "C", "C", "O", "C", "P", "N", "O", "H", "H", "H", "H", "H", "H", "H", "H", "H", "H", "H", "H", "H", "H", "H", "H", "H", "H", "H", "H", "H", "H", "H", "H", "H", "H", "H", "H", "H", "H", "H", "H", "H", "H", "H", "H", "H", "H", "H", "H", "H", "H", "H", "H", "H", "H", "H", "H", "H", "H", "H", "C", "C", "C", "O", "C", "C", "C", "O", "H", "H", "H", "H", "C", "C", "C", "O", "C", "C", "C", "O", "H", "H", "H", "H"],
  "xyz": [[5.477, -3.768, 0.850], [5.336, -2.716, -0.276], [5.255, -1.271, 0.238], [4.276, -0.381, -0.556], [3.170, 0.189, 0.335], [2.365, 1.322, -0.325], [0.936, 0.879, -0.671], [-0.101, 2.019, -0.745], [-1.431, 1.593, -0.092], [-2.698, 2.328, -0.620], [-3.888, 1.396, -0.705], [-4.362, 0.871, -1.933], [-3.693, 1.260, -3.239], [-4.323, 1.516, -4.199], [-2.358, 1.361, -3.272], [-1.670, 0.097, -3.185], [-1.403, -0.505, -4.556], [-0.607, -1.793, -4.391], [-1.698, -3.402, -3.508], [-5.494, 0.023, -1.958], [-6.022, -0.510, -3.267], [-5.127, -1.616, -3.856], [-5.523, -2.996, -3.397], [-5.273, -1.561, -5.227], [-6.109, -0.330, -0.735], [-7.292, -1.249, -0.722], [-8.619, -0.450, -0.973], [-9.704, -0.676, 0.100], [-10.737, -1.651, -0.259], [-5.646, 0.183, 0.422], [-6.341, -0.193, 1.666], [-5.891, -1.596, 2.186], [-7.052, -2.367, 2.819], [-6.842, -2.527, 4.219], [-4.563, 1.029, 0.470], [-3.931, 1.741, 2.075], [-5.338, 2.481, 2.708], [-3.780, 0.362, 2.950], [5.607, -3.286, 1.817], [4.594, -4.397, 0.928], [6.352, -4.395, 0.714], [6.199, -2.852, -0.924], [4.468, -2.997, -0.871], [4.961, -1.314, 1.285], [6.253, -0.843, 0.150], [4.824, 0.425, -1.036], [3.826, -1.021, -1.313], [3.612, 0.523, 1.275], [2.526, -0.649, 0.603], [2.362, 2.230, 0.273], [2.881, 1.568, -1.253], [0.599, 0.197, 0.109], [0.984, 0.291, -1.586], [0.310, 2.822, -0.137], [-0.249, 2.409, -1.749], [-1.356, 1.755, 0.977], [-1.561, 0.527, -0.284], [-2.927, 3.107, 0.101], [-2.519, 2.825, -1.562], [-0.707, 0.322, -2.747], [-2.154, -0.614, -2.512], [-2.319, -0.652, -5.120], [-0.725, 0.187, -5.052], [-0.227, -2.110, -5.354], [0.267, -1.625, -3.769], [-6.141, 0.283, -3.986], [-7.010, -0.935, -3.144], [-4.095, -1.441, -3.551], [-5.222, -3.153, -2.359], [-6.600, -3.145, -3.434], [-5.058, -3.778, -3.989], [-7.185, -1.974, -1.513], [-7.358, -1.816, 0.198], [-8.370, 0.609, -0.996], [-9.015, -0.760, -1.934], [-9.245, -1.022, 1.022], [-10.222, 0.261, 0.286], [-10.916, -1.642, -1.255], [-10.446, -2.590, -0.021], [-7.411, -0.184, 1.512], [-6.140, 0.523, 2.450], [-5.507, -2.127, 1.317], [-5.104, -1.416, 2.902], [-8.002, -1.845, 2.701], [-7.179, -3.340, 2.348], [-6.590, -3.439, 4.377], [-5.993, 2.806, 2.009], [-5.094, 3.228, 3.343], [-3.487, 0.579, 3.843], [7.275, 3.200, 1.563], [6.877, 2.194, 0.791], [7.783, 1.599, -0.224], [7.414, 0.680, -0.927], [9.147, 2.166, -0.345], [9.547, 3.175, 0.425], [8.643, 3.770, 1.442], [9.004, 4.683, 2.152], [6.634, 3.650, 2.311], [5.886, 1.762, 0.864], [9.790, 1.714, -1.089], [10.538, 3.601, 0.354], [11.445, 2.378, 3.998], [11.332, 1.759, 5.170], [11.851, 0.381, 5.367], [11.746, -0.184, 6.432], [12.501, -0.279, 4.205], [12.614, 0.340, 3.033], [12.095, 1.716, 2.839], [12.193, 2.284, 1.772], [11.073, 3.382, 3.830], [10.863, 2.222, 6.029], [12.873, -1.282, 4.371], [13.083, -0.122, 2.174]],
  "mulliken_charge": [-1.168, -0.478, -0.505, -0.821, -0.907, -0.949, -0.566, -0.909, -0.861, -2.434, 0.392, 1.138, -0.199, -0.481, -0.343, 0.225, -0.591, -1.100, 0.034, 0.805, -2.150, 2.202, -1.763, -0.406, 0.454, -1.217, -0.634, -0.116, -0.648, 0.011, -1.231, -0.601, -0.532, -0.556, 0.925, 0.080, -0.570, -0.476, 0.369, 0.281, 0.302, 0.367, 0.329, 0.381, 0.015, 0.504, 0.411, 0.610, 0.423, 0.520, 0.349, 0.422, -0.053, 0.596, 0.492, 0.724, 0.580, 0.874, 0.762, -0.066, 0.227, 0.334, 0.373, 0.518, 0.426, 0.579, 0.374, -0.812, 0.375, 0.393, 0.481, 0.313, 0.254, 0.332, 0.394, -0.163, 0.319, 0.270, 0.263, 0.186, 0.703, 0.438, 0.575, 0.093, 0.390, 0.353, 0.213, 0.253, 0.335, -0.530, -0.001, 0.373, -0.560, -0.403, -0.386, 0.361, -0.566, 0.449, 0.353, 0.446, 0.419, -0.253, -0.384, 0.341, -0.535, -0.372, -0.394, 0.452, -0.542, 0.452, 0.420, 0.405, 0.421],
  "lumo_energy_ev": -4.20,
  "total_charge": 1,
  "homo_energy_ev": -11.323,
  "energy_ev": -83385.9734,
  "spin_multiplicity": 1
}

***

{
  "formula": "C40H59N18O7PS2",
  "method": "the ωB97M-V functional and the def2-TZVPD basis",
  "elements": ["C", "S", "O", "O", "C", "C", "O", "O", "C", "P", "O", "O", "S", "C", "N", "C", "O", "H", "H", "H", "H", "H", "H", "H", "H", "C", "C", "N", "H", "H", "H", "C", "C", "N", "H", "H", "H", "C", "C", "N", "H", "H", "H", "C", "C", "N", "H", "H", "H", "C", "C", "N", "H", "H", "H", "C", "C", "N", "H", "H", "H", "C", "C", "N", "H", "H", "H", "C", "C", "N", "H", "H", "H", "C", "C", "N", "H", "H", "H", "C", "C", "N", "H", "H", "H", "C", "C", "N", "H", "H", "H", "C", "C", "N", "H", "H", "H", "C", "C", "N", "H", "H", "H", "C", "C", "N", "H", "H", "H", "C", "C", "N", "H", "H", "H", "C", "C", "N", "H", "H", "H", "C", "C", "N", "H", "H", "H"],
  "xyz": [[-4.565, 1.931, 0.490], [-3.141, 1.010, 1.034], [-2.448, 0.564, -0.146], [-3.563, 0.019, 1.979], [-2.153, 2.278, 1.862], [-1.751, 2.007, 3.329], [-2.239, 1.305, 4.146], [-0.633, 2.754, 3.586], [-0.359, 3.527, 2.416], [1.224, 4.430, 2.369], [1.292, 4.940, 0.860], [0.896, 5.788, 3.125], [2.714, 3.476, 3.067], [-0.773, 2.606, 1.273], [-0.036, 1.340, 1.244], [1.169, 1.173, 1.160], [2.279, 0.824, 1.024], [-4.643, 2.877, 1.018], [-4.432, 2.113, -0.577], [-5.425, 1.289, 0.674], [-2.768, 3.181, 1.881], [-1.079, 4.352, 2.384], [0.436, 5.172, 0.462], [0.846, 5.631, 4.104], [-0.768, 3.057, 0.282], [2.228, -2.382, 1.206], [2.931, -3.276, 0.305], [3.485, -3.985, -0.409], [2.252, -1.370, 0.810], [1.187, -2.693, 1.291], [2.681, -2.392, 2.198], [7.474, 2.677, 3.982], [6.097, 2.240, 4.162], [5.010, 1.904, 4.302], [7.679, 3.530, 4.626], [8.156, 1.867, 4.236], [7.638, 2.966, 2.946], [-1.053, -3.893, -0.538], [-0.866, -4.510, 0.767], [-0.709, -5.019, 1.784], [-2.007, -3.376, -0.575], [-0.256, -3.176, -0.728], [-1.028, -4.653, -1.310], [1.572, 9.241, 4.640], [0.515, 8.352, 5.100], [-0.286, 7.624, 5.479], [2.303, 8.666, 4.073], [1.155, 10.020, 4.004], [2.063, 9.705, 5.493], [-4.713, -1.197, -2.355], [-3.571, -2.040, -2.659], [-2.666, -2.708, -2.884], [-4.393, -0.398, -1.690], [-5.112, -0.770, -3.274], [-5.486, -1.793, -1.873], [-1.267, 7.868, 1.572], [-1.897, 6.588, 1.312], [-2.390, 5.568, 1.127], [-1.911, 8.674, 1.223], [-1.086, 7.978, 2.641], [-0.321, 7.902, 1.040], [-2.198, -6.299, -2.712], [-2.192, -7.027, -3.971], [-2.202, -7.614, -4.957], [-2.301, -5.230, -2.906], [-3.038, -6.627, -2.100], [-1.273, -6.483, -2.165], [2.255, -7.104, 1.117], [1.444, -7.219, -0.081], [0.773, -7.248, -1.012], [3.011, -6.333, 0.975], [1.624, -6.825, 1.960], [2.741, -8.055, 1.331], [4.763, -4.069, -3.405], [5.149, -3.395, -4.639], [5.453, -2.861, -5.607], [4.065, -3.458, -2.840], [4.288, -5.021, -3.635], [5.641, -4.249, -2.789], [4.371, -10.590, -0.498], [4.577, -11.258, 0.780], [4.739, -11.784, 1.786], [3.416, -10.066, -0.491], [5.169, -9.871, -0.672], [4.368, -11.320, -1.304], [-6.058, -6.562, -3.397], [-6.209, -5.227, -2.831], [-6.328, -4.176, -2.387], [-6.791, -7.242, -2.969], [-6.193, -6.528, -4.476], [-5.061, -6.938, -3.179], [2.133, 8.475, -2.004], [1.059, 7.635, -1.494], [0.221, 6.966, -1.090], [2.756, 7.898, -2.686], [1.716, 9.328, -2.535], [2.746, 8.830, -1.178], [0.962, 4.191, 8.287], [1.037, 4.630, 6.904], [1.098, 4.963, 5.812], [1.766, 3.487, 8.495], [1.053, 5.048, 8.952], [0.005, 3.703, 8.463], [-0.825, 1.522, -3.138], [-1.787, 2.506, -2.666], [-2.548, 3.282, -2.297], [-1.145, 0.519, -2.857], [-0.744, 1.582, -4.223], [0.152, 1.718, -2.699], [-2.423, -5.327, -7.290], [-2.773, -4.537, -8.463], [-3.051, -3.912, -9.384], [-1.346, -5.475, -7.241], [-2.750, -4.813, -6.388], [-2.905, -6.301, -7.335], [0.266, -0.661, 4.782], [1.412, -1.534, 4.576], [2.305, -2.223, 4.369], [0.563, 0.216, 5.354], [-0.126, -0.334, 3.821], [-0.519, -1.194, 5.314], [-1.919, 4.570, -6.247], [-1.072, 3.434, -6.586], [-0.410, 2.532, -6.837], [-1.873, 4.760, -5.176], [-1.583, 5.454, -6.785], [-2.950, 4.355, -6.522]],
  "mulliken_charge": [-1.173, 1.553, -0.556, -0.729, -0.854, -0.090, -0.525, -0.115, -0.323, 0.685, -0.548, -0.207, -0.259, -0.138, -0.439, 0.813, -0.620, 0.414, 0.322, 0.444, 0.796, 0.023, 0.263, 0.387, 0.887, -0.065, 0.169, -0.486, -0.047, 0.163, 0.269, -0.792, 0.383, -0.370, 0.263, 0.283, 0.251, 0.063, 0.229, -0.549, 0.185, 0.271, -0.281, -0.890, 0.512, -0.474, 0.240, 0.296, 0.353, -0.515, 0.473, -0.521, -0.080, 0.365, 0.317, -0.769, 0.580, -0.424, 0.396, 0.117, 0.137, 0.484, 0.216, -0.508, -0.137, 0.248, -0.108, -0.738, 0.406, -0.487, 0.198, 0.280, 0.256, -0.590, 0.267, -0.369, 0.135, 0.270, 0.267, -0.665, 0.319, -0.361, 0.161, 0.255, 0.292, -0.712, 0.397, -0.393, 0.297, 0.264, 0.112, -0.949, 0.494, -0.468, 0.303, 0.322, 0.280, -1.028, 0.349, -0.352, 0.288, 0.318, 0.273, -0.580, 0.601, -0.587, 0.143, 0.230, 0.249, -0.560, 0.207, -0.366, 0.282, 0.130, 0.283, -0.243, 0.348, -0.546, 0.250, -0.165, 0.352, -0.714, 0.375, -0.410, 0.226, 0.290, 0.254],
  "lumo_energy_ev": -0.16,
  "homo_energy_ev": -8.906,
  "energy_ev": -114547.7659,
  "spin_multiplicity": 1
}